A cluster of 2 separate species, C22H39FN5O5S3 in total, computed with ωB97M-V/def2-TZVPD.

The value obtained for the largest force on an atom is 2.17 eV/Å. The calculated total energy is -76348.35776 eV. Its total charge is +1. As for the HOMO energy: -10.49 eV. Its HOMO-LUMO gap is 6.49 eV.

Bonds (Å) are listed after each position.
Atoms and positions in Å:
1 S 1.1901 -2.9221 -0.1867  F4 1.536, O8 1.420, O9 1.425, C36 1.812
2 S -7.4011 -0.0639 -0.9881  C22 1.736, C28 1.813
3 S 1.3652 0.5574 3.4534  N12 1.793, H40 1.343
4 F 0.0326 -3.0212 -1.1915  S1 1.536
5 O -9.1366 -0.9284 0.8729  C22 1.351, C34 1.352
6 O 0.6007 4.5773 0.9933  C17 1.336, C25 1.438
7 O -0.5456 4.0770 2.8551  C17 1.180
8 O 2.4473 -3.0589 -0.8333  S1 1.420
9 O 0.9081 -3.7809 0.9147  S1 1.425
10 N -9.8237 0.9278 1.8401  N11 1.385, C34 1.288
11 N -8.9212 1.2640 0.8450  N10 1.385, C22 1.301
12 N 2.4639 0.0989 2.1128  S3 1.793, C18 1.501, C29 1.538, H51 1.021
13 N 1.2083 -0.2353 -0.5266  C21 1.482, C31 1.459, C36 1.444
14 N 7.5245 -6.2124 -0.5921  C15 1.144
15 C 6.8043 -6.6945 -1.3383  N14 1.144, C32 1.463
16 C -2.9693 1.9550 -1.0540  C26 1.541, C30 1.522, H46 1.091, H63 1.093
17 C -0.2272 3.8445 1.7434  O6 1.336, O7 1.180, H59 1.097
18 C 2.1405 -1.2694 1.5886  N12 1.501, C36 1.532, H62 1.083, H73 1.089
19 C 3.6038 3.4943 1.0823  C27 1.546, C33 1.523, H53 1.088, H66 1.089
20 C -5.4303 1.8269 -0.5305  C28 1.536, C30 1.537, H38 1.088, H61 1.089
21 C 0.0618 0.7044 -0.5396  N13 1.482, C23 1.528, H54 1.098, H60 1.089
22 C -8.5450 0.1437 0.3016  S2 1.736, O5 1.351, N11 1.301
23 C -1.0580 0.3067 -1.5008  C21 1.528, C26 1.539, H56 1.085, H74 1.091
24 C 4.7600 -6.3275 -2.6637  C32 1.533, C35 1.524, H45 1.091, H48 1.092
25 C 1.7444 5.1190 1.6760  O6 1.438, C27 1.519, H55 1.087, H72 1.087
26 C -1.8134 1.5543 -1.9908  C16 1.541, C23 1.539, H39 1.088, H71 1.091
27 C 2.6868 4.0472 2.1976  C19 1.546, C25 1.519, H57 1.087, H64 1.089
28 C -6.8322 1.6513 -1.1325  S2 1.813, C20 1.536, H44 1.087, H49 1.083
29 C 2.5687 1.1618 1.0062  N12 1.538, C31 1.514, C33 1.541, H41 1.085
30 C -4.3404 1.5556 -1.5804  C16 1.522, C20 1.537, H50 1.093, H68 1.089
31 C 2.4620 0.4894 -0.3465  N13 1.459, C29 1.514, H58 1.091, H67 1.087
32 C 5.8709 -7.3124 -2.2807  C15 1.463, C24 1.533, H42 1.090, H52 1.091
33 C 3.8572 1.9943 1.1477  C19 1.523, C29 1.541, H47 1.091, H65 1.092
34 C -9.9129 -0.3572 1.8216  O5 1.352, N10 1.288, H69 1.074
35 C 3.9428 -5.8725 -1.4604  C24 1.524, H37 1.086, H70 1.092, H75 1.091
36 C 1.0688 -1.2475 0.4942  S1 1.812, N13 1.444, C18 1.532, H43 1.091
37 H 3.1500 -5.1977 -1.7705  C35 1.086
38 H -5.3093 1.1142 0.2819  C20 1.088
39 H -2.2009 1.3710 -2.9906  C26 1.088
40 H 0.4226 1.1548 2.7069  S3 1.343
41 H 1.7450 1.8490 1.1692  C29 1.085
42 H 6.4286 -7.6268 -3.1629  C32 1.090
43 H 0.0766 -1.2041 0.9465  C36 1.091
44 H -6.8082 1.8875 -2.1928  C28 1.087
45 H 4.1032 -6.8039 -3.3931  C24 1.091
46 H -2.9700 3.0418 -0.9546  C16 1.091
47 H 4.4403 1.7105 2.0256  C33 1.091
48 H 5.2019 -5.4579 -3.1534  C24 1.092
49 H -7.5592 2.2900 -0.6464  C28 1.083
50 H -4.3527 0.4944 -1.8400  C30 1.093
51 H 3.3725 0.0279 2.5728  N12 1.021
52 H 5.4490 -8.2045 -1.8157  C32 1.091
53 H 4.5673 3.9867 1.2002  C19 1.088
54 H -0.3420 0.8097 0.4760  C21 1.098
55 H 2.2677 5.7150 0.9327  C25 1.087
56 H -0.6583 -0.2607 -2.3352  C23 1.085
57 H 3.3009 4.4927 2.9763  C27 1.087
58 H 3.3090 -0.1775 -0.5147  C31 1.091
59 H -0.6051 2.9650 1.2072  C17 1.097
60 H 0.4164 1.6958 -0.8174  C21 1.089
61 H -5.2904 2.8516 -0.1882  C20 1.089
62 H 1.8192 -1.9075 2.4025  C18 1.083
63 H -2.8217 1.5481 -0.0500  C16 1.093
64 H 2.1299 3.2381 2.6690  C27 1.089
65 H 4.4789 1.7299 0.2896  C33 1.092
66 H 3.2246 3.7982 0.1074  C19 1.089
67 H 2.5623 1.2725 -1.0941  C31 1.087
68 H -4.5943 2.1416 -2.4630  C30 1.089
69 H -10.5401 -0.9318 2.4769  C34 1.074
70 H 3.4844 -6.7246 -0.9542  C35 1.092
71 H -1.1423 2.4105 -2.0736  C26 1.091
72 H 1.4565 5.8133 2.4611  C25 1.087
73 H 3.0554 -1.6980 1.1811  C18 1.089
74 H -1.7960 -0.2743 -0.9460  C23 1.091
75 H 4.5630 -5.3400 -0.7380  C35 1.091

Mulliken population analysis, charges in e, atoms 1 to 2: number 1, S, carries 1.36; number 2, S, carries -0.18

The molecule C14H23NO2S, computed with ωB97M-V/def2-TZVPD.

The value obtained for the largest force on an atom is 3.67 eV/Å. The calculated total energy is -31308.03145 eV. Its total charge is 0. As for the SMILES: CCCCCCC#CCC(=O)N(CCS)C(C)=O. As for the HOMO energy: -9.34 eV. Its HOMO-LUMO gap is 9.94 eV.

Bonds (Å) are listed after each position.
Atoms and positions in Å:
1 S -1.5641 0.9268 -3.1945  C5 1.875, H25 1.316
2 O 2.6004 1.5949 -2.7672  C8 1.184
3 O 1.8418 -2.1886 -1.9984  C16 1.194
4 N 1.3166 -0.2738 -3.1384  C8 1.423, C11 1.509, C16 1.447
5 C -0.8777 -0.3287 -4.4059  S1 1.875, C11 1.502, H24 1.104, H32 1.050
6 C 1.5005 1.9382 -4.6408  C8 1.539, H33 1.124, H36 1.078, H39 1.134
7 C -0.8844 0.6530 3.4172  C12 1.512, C15 1.556, H26 1.131, H27 1.118
8 C 1.7983 1.0326 -3.4331  O2 1.184, N4 1.423, C6 1.539
9 C 2.3423 -0.2558 -0.7103  C10 1.444, C16 1.568, H20 1.132, H21 1.131
10 C 1.4873 0.7458 -0.1176  C9 1.444, C14 1.225
11 C 0.4475 -0.9867 -4.1456  N4 1.509, C5 1.502, H23 1.063, H28 1.050
12 C -1.7097 -0.5692 3.7524  C7 1.512, C17 1.549, H19 1.090, H38 1.049
13 C -1.3997 -2.8852 5.0902  C17 1.548, H22 1.090, H30 1.140, H40 1.171
14 C 0.7851 1.4010 0.6428  C10 1.225, C18 1.486
15 C -1.3262 1.3519 2.0992  C7 1.556, C18 1.524, H31 1.106, H37 1.195
16 C 1.7908 -0.9960 -1.9775  O3 1.194, N4 1.447, C9 1.568
17 C -0.8791 -1.4848 4.6859  C12 1.549, C13 1.548, H34 1.060, H35 1.087
18 C -0.3248 2.1569 1.2800  C14 1.486, C15 1.524, H29 1.035, H41 1.069
19 H -2.6648 -0.2557 4.1739  C12 1.090
20 H 2.4577 -0.9984 0.1361  C9 1.132
21 H 3.3519 0.1591 -1.0062  C9 1.131
22 H -2.2444 -2.8215 5.7759  C13 1.090
23 H 0.2645 -1.9963 -3.8692  C11 1.063
24 H -1.5546 -1.1314 -4.7480  C5 1.104
25 H -0.9788 0.2246 -2.2472  S1 1.316
26 H 0.2199 0.4149 3.3733  C7 1.131
27 H -0.8385 1.3115 4.3192  C7 1.118
28 H 1.0130 -1.0003 -5.0298  C11 1.050
29 H 0.0389 2.9241 1.8719  C18 1.035
30 H -1.7124 -3.4596 4.1562  C13 1.140
31 H -1.6938 0.6519 1.3255  C15 1.106
32 H -0.6826 0.3366 -5.1943  C5 1.050
33 H 1.3961 1.2825 -5.5481  C6 1.124
34 H -0.6256 -0.9272 5.5512  C17 1.060
35 H 0.0487 -1.7056 4.1654  C17 1.087
36 H 0.6721 2.5289 -4.2850  C6 1.078
37 H -2.2857 2.0360 2.2972  C15 1.195
38 H -2.0712 -1.1541 2.9600  C12 1.049
39 H 2.3817 2.6432 -4.7548  C6 1.134
40 H -0.5366 -3.4021 5.6884  C13 1.171
41 H -0.9004 2.5066 0.4500  C18 1.069

Mulliken population analysis, charges in e, atoms 1 to 2: number 1, S, carries -0.20; number 2, O, carries -0.52

The molecule C15H29BrO8S, computed with ωB97M-V/def2-TZVPD.

The value obtained for the largest force on an atom is 0.77 eV/Å. The calculated total energy is -113280.12926 eV. Its total charge is 0. As for the SMILES: CCOCCOCCOC[C@@H]1C[C@H](Br)OS(=O)(=O)[C@H]1OCCOCC. As for the HOMO energy: -9.47 eV. Its HOMO-LUMO gap is 9.96 eV.

Bonds (Å) are listed after each position.
Atoms and positions in Å:
1 Br -0.1457 3.2874 -2.9847  C18 1.970
2 S -2.3254 0.5298 -1.8444  O4 1.616, O7 1.434, O8 1.439, C16 1.839
3 O 4.1376 0.4671 -0.8096  C17 1.411, C20 1.424
4 O -1.3957 0.8148 -3.1352  S2 1.616, C18 1.408
5 O 2.0732 1.9721 0.6118  C14 1.414, C22 1.410
6 O 3.9425 -2.9638 -0.5858  C12 1.418, C24 1.413
7 O -2.3207 -0.8945 -1.6787  S2 1.434
8 O -3.5385 1.2727 -2.0607  S2 1.439
9 O -1.9626 0.7173 0.7401  C16 1.395, C25 1.427
10 O -4.2892 -0.6533 1.5938  C15 1.418, C21 1.405
11 C -6.5803 -1.4566 1.2681  C15 1.526, H29 1.097, H32 1.096, H48 1.096
12 C 2.8919 -3.4445 0.2360  O6 1.418, C19 1.528, H28 1.094, H35 1.101
13 C 0.6453 0.7185 -1.8255  C18 1.517, C23 1.534, H36 1.096, H37 1.099
14 C 3.0563 2.5748 -0.2067  O5 1.414, C17 1.521, H42 1.102, H47 1.102
15 C -5.1176 -1.5221 0.8395  O10 1.418, C11 1.526, H38 1.098, H46 1.093
16 C -1.4394 1.2857 -0.4217  S2 1.839, O9 1.395, C23 1.535, H34 1.100
17 C 4.3198 1.7275 -0.2031  O3 1.411, C14 1.521, H30 1.099, H52 1.097
18 C -0.0867 1.3190 -3.0103  Br1 1.970, O4 1.408, C13 1.517, H40 1.090
19 C 3.2750 -3.6352 1.7032  C12 1.528, H27 1.097, H31 1.094, H43 1.095
20 C 3.7187 -0.5795 0.0606  O3 1.424, C24 1.533, H26 1.098, H41 1.095
21 C -4.4059 0.7071 1.2620  O10 1.405, C25 1.530, H33 1.096, H39 1.103
22 C 0.7356 2.2609 0.2697  O5 1.410, C23 1.537, H44 1.098, H49 1.096
23 C 0.0796 1.0682 -0.4432  C13 1.534, C16 1.535, C22 1.537, H51 1.099
24 C 4.6134 -1.8121 -0.1174  O6 1.413, C20 1.533, H45 1.100, H50 1.095
25 C -3.0428 1.3918 1.3846  O9 1.427, C21 1.530, H53 1.099, H54 1.095
26 H 3.7259 -0.2158 1.0966  C20 1.098
27 H 3.1292 -2.7247 2.2971  C19 1.097
28 H 2.6019 -4.4005 -0.2103  C12 1.094
29 H -7.1370 -2.2877 0.8177  C11 1.097
30 H 4.6979 1.6045 0.8215  C17 1.099
31 H 2.6463 -4.4133 2.1457  C19 1.094
32 H -6.6650 -1.5401 2.3574  C11 1.096
33 H -4.8422 0.8487 0.2667  C21 1.096
34 H -1.6954 2.3542 -0.4810  C16 1.100
35 H 2.0163 -2.7809 0.1578  C12 1.101
36 H 1.7064 0.9869 -1.8897  C13 1.096
37 H 0.5843 -0.3680 -1.9760  C13 1.099
38 H -5.0150 -1.2940 -0.2300  C15 1.098
39 H -5.0620 1.2124 1.9904  C21 1.103
40 H 0.4085 1.0953 -3.9549  C18 1.090
41 H 2.6868 -0.8461 -0.1889  C20 1.095
42 H 3.2964 3.5863 0.1586  C14 1.102
43 H 4.3213 -3.9451 1.7944  C19 1.095
44 H 0.1882 2.4351 1.2056  C22 1.098
45 H 5.1541 -2.0362 0.8144  C24 1.100
46 H -4.7133 -2.5246 1.0001  C15 1.093
47 H 2.6944 2.6784 -1.2422  C14 1.102
48 H -7.0607 -0.5259 0.9464  C11 1.096
49 H 0.6758 3.1783 -0.3267  C22 1.096
50 H 5.3568 -1.5679 -0.8830  C24 1.095
51 H 0.2549 0.2084 0.2178  C23 1.099
52 H 5.0840 2.2608 -0.7809  C17 1.097
53 H -3.1159 2.4156 0.9913  C25 1.099
54 H -2.7614 1.4528 2.4416  C25 1.095

Mulliken population analysis, charges in e, atoms 1 to 2: number 1, Br, carries -0.16; number 2, S, carries 1.45

The molecule C3H4N2O, computed with ωB97M-V/def2-TZVPD.

The value obtained for the largest force on an atom is 0.55 eV/Å. The calculated total energy is -8195.91713 eV. Its total charge is 0. As for the HOMO energy: -8.41 eV. Its HOMO-LUMO gap is 9.01 eV.

Bonds (Å) are listed after each position.
Atoms and positions in Å:
1 O 2.3212 0.1541 -0.2065  C4 1.549, C6 1.700, H7 0.971
2 N 0.0240 -0.9616 -0.0868  N3 1.395, C6 1.247
3 N -1.3683 -0.8967 -0.1458  N2 1.395, C5 1.304, H8 1.018
4 C 1.2728 1.2634 -0.4697  O1 1.549, C6 1.338, H10 1.080
5 C -2.0339 0.2239 -0.1869  N3 1.304, H9 1.106
6 C 0.6212 0.1273 -0.1969  O1 1.700, N2 1.247, C4 1.338
7 H 2.6308 -0.1157 -1.0867  O1 0.971
8 H -1.7407 -1.8436 -0.1267  N3 1.018
9 H -3.0981 -0.0770 -0.2204  C5 1.106
10 H 1.3880 2.1407 0.1500  C4 1.080

Mulliken population analysis, charges in e, atoms 1 to 2: number 1, O, carries -0.38; number 2, N, carries -0.64

Question: Look up the total charge of the second one.
Answer: 0

Question: The highest HOMO belongs to which entry?
Answer: C3H4N2O